1.
Molecular formula: C17H33Cl16NO
Method: DFT, the ωB97M-V functional and the def2-TZVPD basis

Structure (XYZ):
```
68
Properties=species:S:1:pos:R:3:forces:R:3:mulliken_charge:R:1
C 1.066855 -3.003497 -0.788785 0.0 -0.1 0.7 -1.059
C 2.142158 -3.683819 0.102814 -0.3 0.2 -1.3 1.878
C 3.385838 -2.821906 0.365026 0.1 -0.3 0.9 -0.978
C 3.417016 -2.180062 1.766136 -0.1 0.5 -0.6 -0.745
C 2.246376 -1.193350 2.033306 0.6 -0.4 0.2 -0.187
C 2.077348 -0.194320 0.924518 0.7 1.2 -0.1 -0.199
C 3.214634 0.832661 0.661046 -1.2 0.4 -0.8 -0.579
C 2.593831 1.425651 -0.650740 1.0 -0.9 0.3 -0.813
C 1.071082 1.396842 -0.310663 4.2 -1.8 2.2 0.543
O 0.210893 1.820622 -0.940380 -3.7 2.1 -2.6 -0.537
N 0.904579 0.700257 0.953371 -0.5 0.1 -0.4 -0.343
H 0.518907 -3.735942 -1.388475 0.1 0.0 0.1 0.257
H 1.499690 -2.266982 -1.468632 0.0 0.0 0.0 0.402
H 0.330315 -2.532114 -0.130030 0.3 0.3 -0.6 0.044
H 2.453215 -4.576629 -0.443454 0.0 0.2 0.4 -1.145
H 1.654781 -4.028959 1.019780 0.2 0.1 0.1 -0.058
H 3.525756 -2.025511 -0.372900 -0.2 -0.2 -0.2 0.358
H 4.269063 -3.464526 0.269494 0.0 0.1 0.1 0.417
H 3.416585 -2.948806 2.542216 0.1 0.1 -0.2 0.456
H 4.354473 -1.617339 1.850070 0.0 -0.1 0.1 0.361
H 2.519527 -0.676249 2.962071 -0.3 0.1 0.0 0.394
H 1.341205 -1.770674 2.242477 0.0 0.5 -0.5 -0.121
H 1.973079 -0.649105 -0.063117 -0.1 -0.8 0.4 -0.158
H 4.208600 0.401342 0.581506 0.1 0.3 -0.1 0.428
H 3.117734 1.682953 1.345698 0.7 -0.5 0.6 0.321
H 2.992794 2.385206 -0.978479 -0.4 0.2 0.2 0.450
H 2.894809 0.716662 -1.432262 -0.6 0.1 -0.2 0.273
H 1.046777 1.451738 1.634922 -0.2 -0.4 0.4 0.323
C -1.938759 2.971304 1.328177 0.1 -0.1 0.0 0.138
Cl -2.883422 4.238077 0.531560 0.0 0.1 0.0 -0.175
Cl -2.951596 1.968075 2.372997 0.1 0.0 0.0 -0.166
H -1.486193 2.342889 0.568429 -0.1 0.0 0.0 -0.032
H -1.169048 3.439699 1.932912 -0.1 0.1 0.1 0.222
C -2.546270 -3.965344 0.547795 0.0 0.0 0.0 -0.438
Cl -1.240209 -3.244159 1.492567 -0.3 0.0 0.4 0.021
Cl -2.124870 -5.588101 -0.011199 -0.1 0.0 0.0 -0.144
H -3.436386 -4.028314 1.165568 0.1 -0.1 0.1 0.244
H -2.734502 -3.335998 -0.315050 0.1 0.0 0.0 0.333
C -1.374284 7.688761 -0.352952 0.0 -0.1 0.0 0.154
Cl -1.688486 8.689898 -1.776118 0.0 0.0 0.0 -0.130
Cl -1.879653 8.493981 1.137523 0.0 -0.1 0.0 -0.167
H -1.923710 6.759781 -0.452345 -0.1 0.1 0.0 -0.143
H -0.310104 7.487859 -0.298395 0.0 0.1 0.0 0.279
C -2.409796 5.942199 -4.422461 -0.1 0.0 0.1 -0.328
Cl -1.574862 5.224798 -3.041442 -0.1 -0.1 0.0 -0.086
Cl -1.421898 7.185968 -5.201657 0.1 -0.1 -0.1 -0.177
H -2.623598 5.163018 -5.145270 0.1 0.0 0.0 0.361
H -3.333619 6.394591 -4.078313 0.1 0.1 0.0 0.231
C -3.180735 10.106652 -6.132312 0.1 0.0 0.1 0.243
Cl -4.773033 9.341801 -6.211315 0.0 -0.1 0.1 -0.158
Cl -2.791651 10.958073 -7.632437 0.0 0.0 0.0 -0.164
H -3.175500 10.819034 -5.314599 -0.1 0.0 -0.1 0.257
H -2.438459 9.334665 -5.964026 -0.1 0.1 -0.1 -0.165
C 2.378100 -7.179790 -2.083535 -0.1 0.0 0.0 -0.340
Cl 1.130227 -6.883551 -0.870383 -0.2 -0.2 -0.1 -0.091
Cl 3.824673 -6.227467 -1.727660 0.3 -0.2 -0.2 -0.164
H 2.636959 -8.232605 -2.080847 0.0 0.0 0.1 0.329
H 1.997321 -6.889936 -3.056420 0.0 0.1 0.1 0.258
C 0.307365 -4.514473 4.533579 0.0 0.0 0.1 0.345
Cl 0.797203 -6.008423 3.728239 0.0 0.0 0.0 -0.162
Cl 1.381014 -3.169035 4.115952 -0.3 -0.4 0.6 -0.096
H -0.699115 -4.264940 4.216986 0.2 0.0 -0.1 -0.477
H 0.338686 -4.667301 5.606894 0.1 0.0 0.0 0.400
C -4.368744 -5.142941 4.162738 -0.1 -0.1 0.1 -0.386
Cl -3.107604 -3.918609 4.368787 -0.4 0.1 0.1 -0.120
Cl -3.733531 -6.600387 3.395454 0.0 0.0 0.0 -0.127
H -4.765652 -5.402543 5.137742 0.1 0.0 0.0 0.353
H -5.154181 -4.731350 3.538305 0.1 0.0 0.0 0.287
```
Positions in Å, forces in eV/Å.

The multiplicity is 1. As for the charge: 0. The SMILES is CCCCC[C@@H]1CCC(=O)N1.ClCCl.ClCCl.ClCCl.ClCCl.ClCCl.ClCCl.ClCCl.ClCCl. The HOMO-LUMO gap is 10.265 eV.


2.
Molecular formula: C17H33ClO7Si
Method: DFT, the ωB97M-V functional and the def2-TZVPD basis

Structure (XYZ):
```
59
Properties=species:S:1:pos:R:3:forces:R:3:mulliken_charge:R:1
C 4.731521 -0.519875 0.589008 -0.3 0.1 0.4 -0.897
C 3.973310 -0.919748 -0.826824 0.9 -0.5 0.9 -0.162
C 2.816785 -2.064563 -0.622442 -0.3 1.8 0.4 -0.012
Cl 3.473003 -3.755997 -0.203003 0.0 1.3 -0.1 -0.215
Si 1.798210 -2.270012 -2.289221 -0.9 -0.6 1.6 0.572
C 0.588124 -3.743143 -2.017847 -0.9 -1.5 -1.0 -0.751
C -0.811985 -3.362893 -1.254785 0.0 -0.9 0.6 -0.626
C -0.661610 -2.322480 0.002512 -1.5 -0.4 0.8 0.167
C -2.155496 -2.300913 0.754341 0.4 0.8 -0.6 -0.482
C -3.046875 -1.188576 -0.078466 -0.4 -0.6 -0.1 -0.624
O -2.597806 0.209961 0.138649 -1.2 -1.0 -2.0 -0.051
C -3.359308 0.996564 -0.854588 -0.5 0.8 0.3 -0.697
H 4.099358 0.290904 1.189530 1.3 -1.7 -1.4 0.192
H 5.814273 -0.086852 0.423406 -2.2 -0.8 0.2 0.310
H 4.827429 -1.455823 1.291360 -0.2 1.7 -1.5 0.242
H 4.781954 -1.382031 -1.560464 -1.8 1.2 1.4 0.312
H 3.507195 0.080622 -1.250282 0.8 -2.3 0.6 -0.018
H 2.105323 -1.748781 0.280740 1.6 -0.8 -2.0 0.102
H 2.672677 -2.419822 -3.461331 0.2 -0.1 0.0 -0.247
H 0.954151 -1.062526 -2.433053 0.2 -0.8 0.1 0.019
H 1.127088 -4.673510 -1.514524 -1.2 2.1 -0.9 0.310
H 0.278915 -4.125344 -3.105792 0.7 0.7 2.2 0.281
H -1.668415 -3.013702 -2.009415 2.1 -0.5 1.6 0.266
H -1.224399 -4.384331 -0.793934 0.8 2.2 -0.9 0.252
H 0.118471 -2.655061 0.819991 -1.4 0.4 -1.9 0.226
H -0.449378 -1.209693 -0.290726 -0.2 -2.2 0.3 -0.196
H -2.028782 -2.023097 1.893728 -0.4 -0.3 -2.3 0.170
H -2.674856 -3.368091 0.706654 1.1 2.4 0.0 0.357
H -2.948663 -1.402264 -1.248642 -0.2 0.2 2.5 0.248
H -4.198614 -1.213012 0.190996 2.2 -0.2 -0.4 0.308
H -4.500013 0.860456 -0.579376 2.1 0.6 -0.7 0.285
H -3.206249 0.656183 -1.966352 -0.1 0.3 2.1 0.266
H -3.034988 2.129790 -0.789433 -0.7 -2.4 0.1 0.186
C 0.535991 4.290340 -2.102270 -0.1 0.4 -0.3 -1.481
C 0.221584 2.912671 -2.651589 -0.2 1.1 0.8 0.648
C 0.885730 1.803029 -1.895443 -0.2 -0.2 1.1 -0.543
O 1.046211 0.800631 -2.880864 0.1 1.1 -1.3 -0.068
C 1.108474 1.446573 -4.086086 0.7 -0.9 -2.2 0.432
O 1.444120 0.920470 -5.132866 -0.8 1.1 2.3 -0.579
O 0.751260 2.758910 -3.957853 0.3 -1.1 -0.5 -0.361
H 1.569853 4.578829 -2.321684 -0.1 -0.2 0.1 0.374
H -0.104434 5.040512 -2.578786 0.1 -0.1 0.1 0.390
H 0.373068 4.338179 -1.021511 0.0 -0.1 -0.1 0.333
H -0.864604 2.764889 -2.704098 0.1 -0.1 0.0 0.236
H 0.261449 1.435621 -1.073700 0.1 -0.1 -0.2 0.255
H 1.871123 2.069046 -1.499764 -0.1 0.2 0.0 0.261
C -2.572361 1.396594 5.406419 -0.4 0.3 0.0 -1.533
C -1.873944 1.236713 4.070295 -0.9 -0.5 1.0 0.823
C -0.484837 0.687757 4.185105 0.2 -0.9 0.3 -0.477
O 0.168380 1.242206 3.059271 -0.3 1.0 -0.5 -0.294
C -0.489814 2.404816 2.761279 0.7 1.5 -1.5 0.633
O -0.081715 3.246437 1.980051 -0.8 -1.8 1.6 -0.592
O -1.659797 2.498677 3.460283 1.0 0.2 -0.8 -0.341
H -2.146974 2.227514 5.979882 0.1 -0.2 -0.1 0.365
H -3.630421 1.634430 5.251781 0.2 -0.1 0.1 0.371
H -2.511022 0.481782 6.003268 0.0 0.1 -0.1 0.371
H -2.487657 0.629716 3.392571 0.2 0.0 0.0 0.046
H -0.470832 -0.406463 4.135469 0.1 0.2 -0.1 0.336
H 0.040820 1.007782 5.090420 -0.2 0.1 0.0 0.302
```
Positions in Å, forces in eV/Å.

The multiplicity is 1. As for the charge: 0. The SMILES is CC[C@H](Cl)[SiH2]CCCCCOC.C[C@@H]1COC(=O)O1.C[C@@H]1COC(=O)O1. As for the relative energy (zero: lowest compared OMol25 entry of this formula, charge and spin): 100.1 kcal per mole. The HOMO-LUMO gap is 10.172 eV.


3.
Molecular formula: C17H33CuN11O4PS3
Method: DFT, the ωB97M-V functional and the def2-TZVPD basis

Structure (XYZ):
```
70
Properties=species:S:1:pos:R:3:forces:R:3:mulliken_charge:R:1
Cu -0.195440 -1.047434 1.018860 2.9 3.5 -4.0 -1.065
N 1.589660 0.436566 4.707960 0.0 0.5 0.4 -0.036
C 2.562660 -0.494234 4.485460 0.4 -0.3 0.0 -0.801
C 2.172460 -1.217334 3.402060 -0.4 0.4 0.3 -0.606
N 0.982660 -0.717334 2.955860 -1.0 0.5 1.0 0.525
C 0.627760 0.274966 3.778860 0.7 -1.1 -0.8 0.104
C -0.690740 0.875666 3.771860 -0.3 0.3 0.4 0.035
N -1.788440 0.149566 3.739560 0.7 -0.3 0.1 -0.355
C -2.818240 1.011566 3.867460 0.0 0.6 0.1 -0.632
C -2.345340 2.292466 3.978060 -0.5 -0.2 0.1 -0.341
N -0.987640 2.199666 3.936260 0.2 -0.2 -0.1 0.001
H 1.582360 1.100966 5.467060 -0.1 -0.1 -0.1 0.216
H 3.441360 -0.570734 5.089860 0.2 0.1 0.2 0.444
H 2.621160 -2.064734 2.925460 0.2 0.0 0.0 0.607
H -3.826340 0.653366 3.864960 -0.3 0.1 0.0 0.464
H -2.857440 3.226566 4.074660 -0.1 0.2 0.1 0.446
H -0.352740 2.983366 3.962260 0.0 -0.2 0.0 0.217
N -1.317440 -2.081734 1.872160 -7.6 -7.1 3.6 -0.263
N -2.170640 -2.707834 0.997960 -1.6 -1.7 1.0 -0.010
C -2.240840 -2.631934 -0.328040 0.5 1.7 -2.5 0.434
N -3.033540 -3.450634 -1.007340 -0.4 -0.5 0.1 -0.341
N -1.546340 -1.621834 -0.883740 -0.3 -0.6 0.8 0.473
N -1.791040 -1.213734 -2.162040 -0.1 -0.8 1.5 0.391
O -1.553140 -0.051034 -2.391240 0.0 0.2 -0.3 -0.403
O -2.206840 -2.011834 -2.978840 -0.3 -0.2 -1.1 -0.854
H -0.453640 -2.212934 1.604160 5.6 -8.4 1.4 0.994
H -1.261640 -1.166534 1.849560 -6.5 6.3 4.1 -0.082
H -2.623540 -3.501934 1.437660 0.1 0.3 -0.1 0.249
H -3.605540 -4.136934 -0.548740 0.0 0.0 0.0 0.160
H -3.052940 -3.355234 -2.021440 0.1 0.0 0.4 0.248
C -4.656340 1.717666 -1.023240 -0.3 -0.2 0.0 -0.970
N -3.301540 2.120966 -1.246640 0.2 0.2 -0.2 0.144
C -2.944840 3.073566 -2.284840 0.0 0.3 -0.2 -0.688
C -1.415840 3.165466 -2.156940 0.2 0.1 -0.3 -0.388
N -1.162040 2.436366 -0.927740 0.1 0.2 0.0 0.176
C -2.240740 1.750066 -0.543340 0.1 -0.5 0.9 0.408
S -2.313040 0.640166 0.750160 -0.4 1.0 0.2 -0.527
H -5.026140 1.138366 -1.870440 0.0 -0.1 0.0 0.315
H -5.293740 2.592266 -0.894740 0.0 0.1 0.0 0.330
H -4.689440 1.114366 -0.119840 -0.1 0.0 0.0 0.317
H -3.437640 4.033766 -2.101240 0.0 -0.1 0.0 0.382
H -3.252740 2.702566 -3.265840 0.0 0.1 0.1 0.371
H -1.050940 4.189666 -2.068440 -0.1 0.0 -0.1 0.442
H -0.913340 2.677566 -2.996440 -0.1 0.1 0.0 0.151
H -0.232540 2.152366 -0.663040 -0.2 -0.1 0.0 0.138
C 4.288460 1.028466 -0.712540 -0.1 -0.3 -0.1 -1.204
C 4.236660 -0.480334 -0.501440 0.6 0.4 0.2 0.425
C 4.378860 -0.846334 0.962860 -0.1 0.0 -0.3 -1.230
O 3.045460 -0.997034 -1.094640 -0.4 -0.2 -0.3 -0.346
P 1.560560 -1.222634 -0.592040 3.6 -3.7 -3.1 1.481
S 1.452260 -2.807534 0.629660 0.1 0.0 -0.7 -0.567
S 0.832760 0.266266 0.252960 4.2 9.7 -2.6 -0.714
O 0.896560 -1.636634 -1.959940 0.1 -0.2 0.3 -0.242
C 1.183560 -1.189834 -3.309740 0.1 0.2 -0.4 0.363
C 2.437460 -1.850034 -3.858540 -0.1 0.0 0.2 -1.443
C 1.246760 0.326166 -3.384740 -0.1 -0.1 0.2 -0.336
H 5.211560 1.424366 -0.299240 0.1 0.1 0.0 0.490
H 3.445360 1.503066 -0.207540 0.0 0.0 0.0 0.177
H 4.242960 1.276366 -1.772640 0.0 0.0 0.0 0.305
H 5.029760 -0.966534 -1.083840 -0.1 0.1 0.1 0.300
H 3.612560 -0.339934 1.546760 0.0 0.0 0.1 0.173
H 5.354260 -0.527034 1.318460 0.1 0.0 0.0 0.545
H 4.285960 -1.921334 1.091260 0.0 -0.1 0.1 0.307
H 0.310760 -1.555434 -3.863940 0.2 0.1 0.1 0.491
H 3.328960 -1.415134 -3.414840 0.0 0.0 0.0 0.172
H 2.472060 -1.699634 -4.934440 0.0 0.0 -0.1 0.486
H 2.432260 -2.917534 -3.652740 0.0 -0.1 0.0 0.350
H 2.078760 0.698266 -2.788840 0.1 0.0 -0.1 -0.044
H 0.321660 0.757366 -3.009440 0.1 0.0 -0.1 -0.330
H 1.384060 0.638666 -4.414840 0.1 0.0 -0.2 0.570
```
Positions in Å, forces in eV/Å.

The multiplicity is 2. As for the charge: +1. The expectation value of S² is 0.758. As for the relative energy (zero: lowest compared OMol25 entry of this formula, charge and spin): 213.4 kcal per mole. The HOMO-LUMO gap (alpha / beta) is 8.619 / 5.889 eV.